Here is a cluster of 9 separate species, C27H77N5O12 in total at a distorted geometry from the OMol25 dataset. Energies are from ωB97M-V/def2-TZVPD.

```
! RIJCOSX wB97M-V def2-TZVPD def2/J DEFGRID3
* xyz 0 1
O 4.20859 0.92245 -4.20273
O -1.80832 4.19895 -2.25979
O -5.29756 -1.37623 -0.98403
O 0.03627 0.88159 -6.69563
O -1.95059 -2.55773 -0.28289
O -0.12941 2.00105 3.30126
O -0.67458 -0.03248 -0.78594
O -3.83994 -1.62737 4.95181
O 1.95258 -0.50875 0.87950
O -4.82129 1.04520 -2.35269
O 6.63774 -2.82734 0.47938
O 0.19579 5.71175 -0.60041
N 3.89237 -2.09309 2.87439
N -2.38776 -4.75538 3.60536
N -0.35501 1.77375 -3.13949
N -3.13092 1.21673 5.25347
N 2.35164 0.40536 -1.88780
C 6.28012 -2.15032 3.37371
C 3.38074 -0.51588 -2.43044
C 1.25592 2.28314 3.43214
C 2.82400 -1.93149 -2.19759
C -3.18490 -2.45624 -1.00441
C -1.85982 0.45315 -4.62883
C -0.06754 4.31526 -0.53204
C 5.23335 -1.93967 2.28380
C -3.80464 -2.83369 4.20638
C -3.99261 1.78053 -1.41646
C 3.63620 -0.33113 -3.92566
C -1.49717 3.94788 -0.88575
C -2.31198 1.61812 4.10274
C -2.40038 -3.36785 4.07920
C -1.52017 -2.42893 3.23183
C -0.42580 0.95099 -4.32976
C -5.08567 -1.47287 5.59219
C -0.22813 0.50019 0.46537
C 0.13724 1.67661 -5.53613
C 0.59136 -0.45519 1.30344
C -2.83296 2.95816 3.61033
C 5.39883 -2.94231 1.16124
C -4.21442 -1.75891 -0.14231
C 4.32126 1.14074 -5.60038
C -0.83280 1.77236 4.48304
C 0.44407 1.57195 -7.85625
C 6.67332 -1.73989 -0.42223
H -5.79927 -0.97073 4.93286
H 1.71530 1.37441 3.84457
H 1.17794 1.98318 -5.35681
H 7.26887 -2.22519 2.91965
H -1.59825 2.87298 -0.71190
H 3.42027 0.79946 -6.12370
H -2.70243 3.71273 4.38935
H 5.38530 -3.95920 1.56483
H 3.43042 -2.75027 -2.60452
H -0.67148 1.19831 -2.35533
H 1.53194 1.69744 -7.87990
H -2.31585 3.27919 2.70745
H -3.06271 -1.93982 -1.96501
H -4.28064 -2.69709 3.22122
H 6.24830 -1.37740 4.14020
H -5.07770 0.22777 -1.89939
H -1.44123 -5.11532 3.69481
H -6.06029 -1.91802 -0.77089
H -1.03969 2.53423 -3.17584
H 1.50822 0.06091 -2.35284
H -2.35599 0.21214 -3.68709
H -0.04304 2.54302 -7.97476
H -1.38285 -3.18667 -0.74247
H 0.31209 1.42464 0.25271
H -2.28884 4.41880 -0.28975
H 0.21309 3.91229 0.44545
H 0.16069 0.91417 -8.67767
H -0.42251 2.61476 -5.67851
H -2.02128 5.13495 -2.32181
H 1.98400 -0.25326 -0.06678
H -0.78487 2.57686 5.22802
H -3.91158 2.90604 3.44379
H 5.42915 -0.89671 1.99468
H 6.09752 -3.12033 3.85067
H 0.20859 -1.48272 1.24506
H -3.75124 2.73835 -1.86293
H 2.65051 -0.41978 -4.40219
H -1.13866 0.83019 0.98551
H -4.96480 -0.82722 6.46856
H -3.10231 1.17081 -1.24051
H 3.93286 -1.51179 3.71182
H 3.19243 -1.59864 2.32096
H -2.08167 -2.03914 2.38084
H -0.49059 6.15711 -0.09104
H 1.83924 -2.10592 -2.63586
H 1.37458 3.04785 4.20753
H 6.78878 -0.79693 0.12413
H -2.45499 1.24694 -5.08628
H -4.46960 -3.59975 4.62213
H 4.30850 -1.13456 -4.24676
H 5.16010 0.56100 -5.99028
H 7.56295 -1.82587 -1.04588
H -4.09728 1.26015 4.94414
H 4.38721 2.21559 -5.73967
H -0.45226 0.87850 4.99670
H 0.18875 0.05204 -4.19363
H 4.34055 -0.34186 -1.93423
H -3.03050 0.23345 5.49418
H -2.48988 -4.74152 2.58766
H -4.55093 -2.46047 0.62628
H -1.19017 -1.56641 3.81496
H 0.51675 -0.18931 2.35927
H -3.50997 -3.45395 -1.32256
H -2.41551 0.84889 3.32653
H -4.59247 1.91178 -0.51224
H 2.38670 1.31925 -2.34806
H 2.80965 -2.13573 -1.12685
H -1.11545 -0.89231 -0.66718
H 4.56015 -2.94153 0.45174
H 5.77861 -1.71431 -1.04954
H 0.52421 3.82591 -1.30838
H -1.85846 -0.42402 -5.27558
H -0.64188 -2.94503 2.84515
H -1.98133 -3.43276 5.08796
H -3.76336 -0.90834 0.37476
H -5.51506 -2.37083 6.04368
H 1.72769 2.55145 2.49388
*
```

structure (SMILES) = COC[C@H](C)N.COC[C@H](C)N.COC[C@H](C)N.COC[C@H](C)N.COC[C@H](C)N.OCCO.OCCO.OCCO.CO
lowest unoccupied orbital energy = 0.1266 eV
electronic energy = -2251.4100 Ha
relative energy (zero: lowest compared OMol25 entry of this formula, charge and spin) = 0.0 kcal/mol

Results of the Mulliken charge analysis, in e, for atoms 1 through 2:
1. O -0.33
2. O -0.63

***

Here is a cluster of 10 separate species, C27H78N4O15 in total at a distorted geometry from the OMol25 dataset. Energies are from ωB97M-V/def2-TZVPD.

```
! RIJCOSX wB97M-V def2-TZVPD def2/J DEFGRID3
* xyz 0 1
O -1.73250 10.93394 -14.49627
O -5.84504 7.15099 -9.75350
O -2.72585 10.38016 -8.94911
O -1.28681 14.73497 -6.39182
O 1.40021 4.99102 -4.81461
O 1.01546 11.29702 -5.13216
O 0.76273 7.01566 -10.21434
O -4.62322 11.79151 -3.93692
O -4.16988 5.38333 -11.22923
O -6.01659 13.04037 -6.18785
O 1.50831 9.84405 -7.33479
O -2.33471 13.12162 -8.28327
O -2.15251 9.92252 -11.72123
O -4.34273 7.64910 -6.16727
O 3.37754 12.58418 -8.98634
N -1.26649 5.01335 -9.41943
N -6.40798 8.85737 -7.51280
N -2.18976 10.71165 -3.05894
N 0.28642 6.97993 -7.67928
C -4.06862 6.74092 -11.32689
C -0.93129 13.25811 -8.23764
C -4.64602 12.58275 -6.26318
C 2.53263 6.17045 -7.49972
C -8.11665 7.30595 -6.56148
C -3.24412 6.70922 -6.15562
C -0.87162 3.77183 -11.42390
C -1.42430 11.63664 -13.29594
C -5.61048 6.95397 -6.27536
C -0.45753 9.08835 -3.61004
C -0.38658 11.36292 -4.67504
C -2.42711 11.28938 -12.16884
C 1.19616 8.18920 -10.83332
C 1.82205 12.17726 -4.36239
C 0.21242 6.09183 -11.12960
C 1.06203 5.88323 -7.04901
C -6.75105 7.97805 -6.41789
C -0.24195 4.77508 -10.39521
C -1.99050 9.68475 -7.93750
C 0.75199 5.99481 -5.57648
C 0.86365 3.67564 -4.87072
C -4.58324 7.53115 -10.08837
C 2.67925 10.53955 -7.76423
C -0.74527 10.57630 -3.38753
C 2.27381 11.96137 -8.31177
C -0.58654 14.65147 -7.61502
C -4.53613 11.36286 -5.27510
H -8.88958 8.05059 -6.37126
H -3.74020 11.60214 -3.61134
H 0.53642 4.39276 -9.73486
H 1.42938 10.12263 -6.41950
H 3.15253 9.87016 -8.48257
H -5.43009 8.96110 -7.28241
H 0.34578 6.99923 -8.68735
H 1.69572 12.09635 -3.28276
H -5.26770 10.58811 -5.50457
H 0.63473 4.95927 -7.43861
H -2.05260 5.36592 -9.94652
H 0.60245 8.95168 -3.82423
H 3.22549 13.52233 -9.12178
H -4.51794 8.60241 -10.27875
H -2.52740 12.27965 -8.70226
H -3.47833 11.36623 -12.44656
H -0.81280 15.55401 -8.18275
H -4.45913 12.22048 -7.27409
H -2.10428 9.37434 -12.50785
H -0.59048 13.14422 -9.26671
H 1.37512 2.98758 -4.19761
H -1.14179 2.80391 -11.00172
H -3.08673 7.14356 -11.57560
H -0.14574 10.88008 -2.52940
H 0.67852 7.87002 -7.40709
H -8.18621 6.48012 -5.85348
H -2.30722 11.49450 -2.43169
H -0.70843 12.40265 -4.61617
H -4.68433 6.97993 -12.19400
H -6.69498 8.56190 -5.49915
H -3.21232 5.99915 -6.98199
H -0.47283 11.35287 -12.84620
H 2.13194 8.12748 -11.38885
H -3.91945 7.37608 -9.23783
H -4.15383 4.97354 -12.09723
H -0.55928 12.46707 -7.58653
H -2.30149 7.24502 -6.26728
H -2.62452 9.70074 -7.05101
H 2.58024 6.04176 -8.58104
H 1.00236 5.85885 -11.84362
H -1.85640 8.63186 -8.18555
H 1.43873 11.80322 -8.99421
H -2.31098 9.89353 -2.47921
H 3.31746 10.53816 -6.88061
H 3.26237 5.42978 -7.17264
H 2.85355 11.84181 -4.47004
H -0.99642 10.34718 -14.68463
H -1.71212 4.01732 -12.07304
H -1.06339 10.96835 -5.43289
H -2.17600 14.54704 -6.70106
H -5.63221 6.26857 -7.12263
H -8.22710 6.81682 -7.52929
H -2.40767 11.98772 -11.33216
H -1.01452 10.10009 -7.68639
H 2.89456 7.16915 -7.25537
H -0.31059 6.04729 -5.33925
H -3.57265 10.86113 -5.36497
H -4.01583 13.41139 -5.94019
H -5.71894 6.36545 -5.36433
H 1.12230 3.23204 -5.83218
H -1.02944 5.84724 -8.90122
H -0.06727 3.64447 -12.14841
H -1.37113 12.70520 -13.50444
H 0.49542 14.72540 -7.50542
H -2.35906 10.13539 -9.80184
H -6.38631 8.27634 -8.33865
H 1.94307 12.54773 -7.45452
H 0.46407 8.65261 -11.49468
H 1.32537 8.89110 -10.00946
H 1.10082 6.94509 -5.17227
H -0.61276 8.46529 -2.72924
H 1.71547 13.20825 -4.69970
H -5.93890 6.19559 -9.75615
H -0.22539 3.65199 -4.83167
H -1.04723 8.62326 -4.40001
H -6.03912 13.76865 -6.81291
H -3.24783 6.13610 -5.22846
H -0.66056 6.51828 -11.62371
*
```

structure (SMILES) = COC[C@H](C)N.COC[C@H](C)N.COC[C@H](C)N.COC[C@H](C)N.OCCO.OCCO.OCCO.OCCO.OCCO.CO
lowest unoccupied orbital energy = -0.0323 eV
electronic energy = -2422.8828 Ha
relative energy (zero: lowest compared OMol25 entry of this formula, charge and spin) = 84.7 kcal/mol

Results of the Mulliken charge analysis, in e, for atoms 1 through 2:
1. O -0.54
2. O -0.64